Formula: C44H121N11O11
Source: the Open Molecules 2025 dataset
Level of theory: ωB97M-V with the def2-TZVPD basis set

Last column: Löwdin charge in e.
Positions of all 187 atoms, in Å:
C 2.06 5.88 -7.26  -0.1022
O 0.65 6.08 -7.49  -0.2112
C -0.01 4.77 -7.56  -0.1790
C -1.56 4.93 -7.54  -0.4421
C -2.16 5.83 -8.63  -0.0591
N -1.94 5.41 -6.24  0.0309
H 2.57 5.23 -7.96  0.0835
H 2.12 5.55 -6.22  0.0855
H 2.56 6.85 -7.35  0.0826
H 0.35 4.36 -8.51  0.1150
H 0.30 4.06 -6.79  0.1142
H -1.98 3.94 -7.69  0.1303
H -2.22 5.26 -9.56  0.0729
H -1.71 6.82 -8.73  0.0739
H -3.19 6.08 -8.37  0.0687
H -1.37 6.24 -6.18  0.0661
H -1.52 4.80 -5.55  0.0701
C 0.06 -12.10 6.02  -0.0751
O 0.68 -12.87 4.95  -0.1821
C 1.40 -12.04 4.11  -0.2437
C 2.79 -11.69 4.69  -0.4485
C 3.55 -10.69 3.78  -0.0670
N 3.69 -12.79 4.98  0.0457
H 0.81 -11.82 6.76  0.0789
H -0.58 -12.78 6.58  0.0834
H -0.54 -11.25 5.69  0.0875
H 1.65 -12.61 3.21  0.1260
H 0.82 -11.15 3.86  0.1190
H 2.59 -11.09 5.58  0.1214
H 4.45 -10.34 4.28  0.0739
H 2.90 -9.84 3.54  0.0696
H 3.84 -11.08 2.80  0.0708
H 3.90 -13.33 4.16  0.0732
H 3.19 -13.43 5.58  0.0670
C -0.69 8.38 7.46  -0.1338
O -1.11 7.92 6.23  -0.1716
C -0.15 7.31 5.40  -0.2525
C -0.87 6.53 4.41  -0.4270
C -1.28 5.09 4.94  -0.0425
N -0.07 6.22 3.22  0.0293
H -0.02 9.24 7.40  0.0835
H -0.08 7.65 7.98  0.0851
H -1.57 8.66 8.04  0.0932
H 0.48 8.12 5.01  0.1274
H 0.62 6.75 5.93  0.1266
H -1.70 7.15 4.09  0.1445
H -1.64 4.50 4.10  0.0668
H -2.03 5.30 5.70  0.0681
H -0.42 4.59 5.38  0.0704
H -0.30 6.99 2.61  0.0682
H 0.91 6.31 3.46  0.0644
C -0.45 -7.98 -2.32  -0.1156
O -0.37 -9.01 -1.35  -0.1932
C -1.12 -10.18 -1.75  -0.1912
C -2.68 -10.02 -1.67  -0.4028
C -3.11 -9.79 -0.21  -0.0726
N -3.32 -11.27 -2.14  0.0252
H -1.39 -7.48 -2.09  0.0771
H -0.38 -8.20 -3.38  0.0919
H 0.26 -7.19 -2.10  0.0838
H -0.68 -10.48 -2.69  0.1160
H -0.76 -11.03 -1.17  0.1194
H -3.02 -9.17 -2.26  0.1247
H -2.76 -8.85 0.22  0.0722
H -2.81 -10.57 0.49  0.0778
H -4.20 -9.78 -0.21  0.0690
H -4.25 -11.32 -1.75  0.0578
H -2.83 -12.01 -1.67  0.0605
C 7.85 -1.01 -3.94  -0.0905
O 8.55 0.24 -3.98  -0.1874
C 9.27 0.49 -5.18  -0.2259
C 9.76 1.91 -5.09  -0.4403
C 8.69 3.01 -5.13  -0.0566
N 10.77 2.12 -6.16  0.0252
H 6.92 -0.93 -4.50  0.0831
H 7.65 -1.10 -2.87  0.0890
H 8.44 -1.83 -4.35  0.0835
H 10.14 -0.15 -5.32  0.1202
H 8.69 0.48 -6.11  0.1299
H 10.27 2.00 -4.12  0.1296
H 8.08 3.00 -4.22  0.0729
H 8.08 2.98 -6.03  0.0775
H 9.18 3.98 -5.04  0.0681
H 11.37 2.89 -5.90  0.0647
H 11.35 1.33 -6.37  0.0571
C -5.01 -7.11 6.75  -0.1070
O -5.59 -8.19 7.50  -0.2037
C -6.62 -8.92 6.79  -0.1807
C -7.38 -9.92 7.73  -0.4322
C -8.27 -10.92 6.96  -0.0595
N -8.21 -9.19 8.67  0.0223
H -5.44 -6.11 6.78  0.0832
H -4.76 -7.45 5.75  0.0833
H -4.05 -6.90 7.23  0.0793
H -7.30 -8.16 6.43  0.1191
H -6.23 -9.34 5.86  0.1157
H -6.59 -10.33 8.37  0.1287
H -8.98 -10.40 6.31  0.0754
H -8.98 -11.44 7.60  0.0704
H -7.56 -11.55 6.41  0.0732
H -8.15 -9.77 9.49  0.0710
H -7.63 -8.39 8.91  0.0616
C 2.02 13.21 -4.98  -0.0979
O 2.35 12.37 -3.85  -0.1928
C 1.28 11.47 -3.57  -0.2071
C 1.42 10.79 -2.18  -0.4104
C 2.63 9.85 -2.04  -0.0697
N 0.21 10.02 -1.77  0.0244
H 1.07 13.73 -4.86  0.0842
H 2.13 12.65 -5.91  0.0843
H 2.76 14.01 -5.09  0.0813
H 0.35 12.03 -3.44  0.1065
H 1.15 10.85 -4.46  0.1249
H 1.59 11.50 -1.36  0.1338
H 3.46 10.45 -2.41  0.0705
H 2.42 8.92 -2.58  0.0760
H 2.93 9.70 -1.00  0.0727
H -0.56 10.67 -1.74  0.0569
H 0.00 9.24 -2.38  0.0628
C 6.64 1.17 5.47  -0.0731
O 7.96 0.96 6.07  -0.2171
C 8.26 1.80 7.17  -0.2092
C 9.66 1.46 7.75  -0.4304
C 10.07 2.24 8.96  -0.0764
N 10.71 1.70 6.73  0.0376
H 5.86 1.30 6.22  0.0819
H 6.40 0.48 4.67  0.0853
H 6.74 2.12 4.95  0.0765
H 8.12 2.83 6.83  0.1252
H 7.53 1.57 7.94  0.1169
H 9.66 0.41 8.03  0.1355
H 9.20 2.40 9.59  0.0763
H 10.38 3.24 8.67  0.0748
H 10.89 1.76 9.51  0.0845
H 10.26 1.44 5.87  0.0549
H 10.84 2.70 6.71  0.0569
C -2.55 -2.45 -5.46  -0.1140
O -3.37 -2.88 -4.35  -0.2017
C -4.76 -2.68 -4.73  -0.1608
C -5.67 -2.75 -3.42  -0.4251
C -5.67 -4.11 -2.76  -0.0733
N -7.07 -2.44 -3.74  0.0113
H -2.86 -2.85 -6.43  0.0821
H -1.50 -2.70 -5.31  0.0836
H -2.62 -1.37 -5.51  0.0793
H -4.83 -1.68 -5.17  0.1118
H -5.05 -3.49 -5.40  0.1228
H -5.36 -1.94 -2.76  0.1248
H -6.13 -4.77 -3.49  0.0792
H -6.17 -4.18 -1.79  0.0734
H -4.70 -4.58 -2.59  0.0707
H -7.18 -1.58 -4.25  0.0668
H -7.57 -2.44 -2.86  0.0690
C -8.32 8.49 -5.09  -0.0926
O -8.38 7.64 -3.93  -0.1984
C -7.23 7.71 -3.08  -0.1958
C -7.12 6.41 -2.23  -0.4462
C -6.01 6.48 -1.22  -0.0913
N -6.89 5.26 -3.10  0.0401
H -9.32 8.44 -5.52  0.0859
H -7.70 8.03 -5.86  0.0799
H -7.93 9.48 -4.86  0.0852
H -6.22 7.77 -3.51  0.1225
H -7.35 8.59 -2.45  0.1194
H -7.96 6.18 -1.58  0.1345
H -6.06 7.34 -0.55  0.0734
H -4.98 6.51 -1.57  0.0774
H -6.11 5.69 -0.47  0.0776
H -7.57 5.32 -3.84  0.0625
H -6.02 5.49 -3.54  0.0651
C 0.27 -2.44 0.97  -0.1213
O 0.53 -1.56 -0.08  -0.2004
C -0.26 -0.42 -0.09  -0.2141
C 0.25 0.63 -1.12  -0.4031
C 1.61 1.14 -0.57  -0.0754
N -0.63 1.77 -1.23  0.0240
H 0.53 -1.99 1.93  0.0858
H 0.90 -3.33 0.88  0.0907
H -0.78 -2.73 1.00  0.0865
H -1.24 -0.85 -0.30  0.1185
H -0.34 -0.06 0.94  0.1225
H 0.53 0.38 -2.15  0.1327
H 2.23 0.26 -0.46  0.0730
H 1.56 1.46 0.48  0.0735
H 2.03 1.98 -1.13  0.0792
H -1.62 1.57 -1.15  0.0668
H -0.37 2.32 -0.42  0.0610

Charge   0
Frontier orbital gap   9.45 eV
Strongest force on any atom   3.053 eV/Å
Total energy   -3178.561924 Ha